(1)
16
Properties=species:S:1:pos:R:3:forces:R:3:nbo_charge:R:1 method="wB97M-V/def2-TZVPD" total_charge=+1 smiles="C/C(Cl)=C/[NH2+]CO" homo_lumo_gap_ev=9.33 lumo_energy_ev=-4.024
C 2.588 1.165 -0.088 3.0 -0.3 -2.7 -0.73
C 1.618 0.098 -0.101 -8.2 1.0 4.2 0.08
Cl 1.841 -1.497 -0.664 0.3 0.6 -0.1 0.11
C 0.252 0.449 0.619 7.4 -3.2 -4.5 -0.19
N -0.829 -0.508 0.551 0.3 0.7 -2.3 -0.54
C -1.991 -0.288 -0.395 -1.7 -1.1 0.0 0.09
O -2.739 -1.393 0.028 1.4 -0.5 1.8 -0.72
H 2.226 2.185 -0.254 -0.3 -0.4 0.7 0.27
H 3.188 0.979 -1.055 -0.4 0.4 1.3 0.26
H 3.337 1.046 0.715 -0.4 0.3 -0.2 0.28
H 0.348 1.404 1.065 -1.3 0.6 0.6 0.26
H -0.627 -1.499 0.366 1.5 0.1 -1.0 0.46
H -1.245 -0.769 1.394 -1.5 0.7 2.7 0.45
H -2.626 0.561 -0.137 1.1 0.8 -0.2 0.21
H -1.894 -0.477 -1.496 1.4 1.1 1.0 0.22
H -3.448 -1.456 -0.548 -2.5 -0.7 -1.6 0.49

***

(2)
16
Properties=species:S:1:pos:R:3:forces:R:3:nbo_charge:R:1 method="wB97M-V/def2-TZVPD" total_charge=0 homo_lumo_gap_ev="8.06 / 7.93" lumo_energy_ev="0.597 / 0.632"
C -1.782 1.102 0.719 2.2 -2.3 0.7 -0.68
C -0.780 -1.630 -1.480 1.6 -2.1 -2.5 -0.18
C -0.980 0.432 -0.451 -0.7 2.5 1.2 0.08
C 2.032 0.229 0.822 -2.7 -0.7 -0.5 -0.03
O 3.131 0.995 0.937 0.2 1.6 1.3 -0.68
O -1.304 -0.750 -0.769 -2.1 1.7 2.7 -0.32
Cl 1.829 -0.722 2.390 -0.3 0.1 -0.3 -0.15
H -0.965 1.241 1.556 -1.7 0.4 -1.3 0.21
H -2.426 0.256 1.167 0.5 1.6 -0.9 0.24
H -2.301 2.034 0.445 0.2 -0.5 0.3 0.23
H -1.482 -2.364 -1.704 -0.8 -1.6 -0.3 0.15
H 1.016 0.849 0.677 2.4 -1.6 0.5 0.18
H -0.098 -1.364 -2.261 0.7 0.4 -0.2 0.14
H -0.091 0.851 -0.915 -0.2 0.1 0.0 0.15
H 2.154 -0.569 0.043 -0.1 1.0 0.6 0.20
H 2.926 1.534 1.754 0.9 -0.5 -1.3 0.48

***

(3)
15
Properties=species:S:1:pos:R:3:forces:R:3:nbo_charge:R:1 method="wB97M-V/def2-TZVPD" total_charge=0 smiles=C[C@@H](CS)CCl homo_lumo_gap_ev=9.83 lumo_energy_ev=0.811
C -0.674 -1.238 -0.287 0.4 0.0 0.5 -0.62
C 0.251 0.012 -0.406 -0.7 -0.9 1.3 -0.24
C -0.394 1.242 0.348 0.6 -0.1 0.5 -0.52
S -2.181 1.422 0.732 -1.0 -1.3 -0.5 -0.06
C 1.773 -0.264 -0.156 -2.4 0.6 3.1 -0.38
Cl 2.663 1.077 -0.802 0.9 0.8 -0.3 -0.04
H -0.205 -2.236 -0.513 -0.3 1.1 0.0 0.22
H -1.131 -1.302 0.709 0.4 -0.2 0.0 0.20
H -1.523 -1.036 -0.938 0.0 -0.4 -0.2 0.23
H 0.319 0.193 -1.413 -0.5 0.9 -2.7 0.20
H -0.185 2.268 -0.076 0.2 -1.3 0.4 0.25
H -0.052 1.187 1.374 0.9 0.3 0.1 0.21
H -2.599 0.134 1.116 0.8 1.3 -0.4 0.13
H 1.899 -0.299 0.982 0.4 -0.3 -1.6 0.21
H 2.038 -1.161 -0.672 0.3 -0.6 0.0 0.22

***

(4)
15
Properties=species:S:1:pos:R:3:forces:R:3:nbo_charge:R:1 method="wB97M-V/def2-TZVPD" total_charge=0 smiles=C[C@H](Cl)[C@@H](C)S homo_lumo_gap_ev=10.03 lumo_energy_ev=0.826
C 0.723 -1.447 0.643 -2.7 1.8 -1.1 -0.65
C 0.155 -0.677 -0.653 1.9 1.2 0.9 -0.17
Cl 1.254 -0.888 -2.047 0.2 -0.1 -0.2 -0.08
C -0.112 0.899 -0.449 0.5 -2.1 -0.3 -0.34
C -1.490 0.975 0.184 2.1 1.2 4.8 -0.63
S 1.218 1.605 0.592 0.1 0.3 -0.5 -0.05
H -0.171 -2.022 0.876 0.4 -0.6 0.6 0.21
H 0.779 -0.619 1.370 0.6 -0.9 0.1 0.23
H 1.597 -2.069 0.538 0.2 0.2 -0.2 0.24
H -0.789 -1.040 -0.957 -0.8 -0.8 -0.4 0.20
H -0.072 1.353 -1.426 0.0 0.2 -0.3 0.23
H -2.323 0.639 -0.350 -1.1 -0.1 -1.3 0.23
H -1.385 0.240 1.074 -0.5 1.1 -1.1 0.21
H -1.635 1.996 0.727 -0.1 -1.6 -1.3 0.23
H 2.253 1.055 -0.121 -0.6 0.3 0.3 0.15

***

(5)
22
Properties=species:S:1:pos:R:3:forces:R:3:nbo_charge:R:1 method="wB97M-V/def2-TZVPD" total_charge=0 homo_lumo_gap_ev=10.46 lumo_energy_ev=0.583
C 0.056 -1.793 1.192 -0.7 -1.0 -0.1 -0.44
C 0.361 -1.176 -1.301 1.0 1.8 -0.4 -0.45
C 2.447 0.781 -0.391 0.3 0.8 0.5 0.48
C 1.596 -0.049 0.603 -2.6 0.0 -3.7 0.81
N -1.303 3.323 0.278 -2.0 -1.3 1.3 -1.06
N 0.771 -1.020 0.155 0.5 0.3 1.3 -0.39
O -1.757 0.876 0.001 0.4 -0.1 -0.5 -0.99
O 0.099 1.948 -1.364 -1.8 0.2 0.6 -1.01
O 0.391 1.521 0.966 -1.1 0.4 -0.4 -0.97
F 3.406 -0.053 -0.835 0.8 -0.5 -0.1 -0.34
F 3.023 1.795 0.303 0.3 -0.5 0.2 -0.32
F 2.016 -0.024 1.798 0.3 -0.6 1.2 -0.24
S -0.653 1.805 -0.103 1.1 0.6 0.8 2.47
H 0.728 -1.945 2.060 -0.7 0.4 -0.3 0.23
H -0.922 -1.257 1.434 1.4 -0.7 -0.1 0.25
H -0.155 -2.859 0.830 0.2 1.7 0.1 0.22
H -0.746 -1.448 -1.515 2.0 0.5 1.1 0.26
H 0.557 -0.086 -1.716 -0.6 -2.6 0.2 0.27
H 1.096 -1.932 -1.704 -1.1 0.8 0.0 0.22
H 1.992 1.271 -1.243 -0.7 -0.5 0.2 0.22
H -2.350 3.284 0.559 2.6 -0.4 -0.5 0.40
H -1.252 3.906 -0.511 0.4 0.9 -1.2 0.39

***

(6)
16
Properties=species:S:1:pos:R:3:forces:R:3:nbo_charge:R:1 method="wB97M-V/def2-TZVPD" total_charge=0 smiles="[H]/N=C(/CF)NCC" homo_lumo_gap_ev=10.12 lumo_energy_ev=0.942
H 0.712 -1.270 1.331 -0.7 -2.1 0.3 0.33
N 1.135 -0.411 1.543 0.7 0.3 0.6 -0.72
C 0.906 0.302 0.544 0.7 4.9 -1.6 0.42
C 1.435 1.802 0.472 2.5 -1.2 0.2 0.00
F 0.840 2.488 -0.546 -0.9 0.8 -0.7 -0.37
N 0.177 0.161 -0.576 0.3 -2.2 -0.4 -0.63
C -0.479 -1.077 -0.896 -0.7 -0.8 0.0 -0.23
C -1.782 -1.038 -0.127 0.5 -1.6 2.3 -0.62
H 1.245 2.317 1.393 -0.1 0.2 0.6 0.18
H 2.551 1.912 0.201 -1.5 -0.8 0.9 0.18
H 0.140 0.880 -1.261 0.2 0.4 0.0 0.42
H -0.774 -1.014 -1.964 0.8 -0.6 0.4 0.21
H 0.135 -2.036 -0.617 -0.9 1.8 -0.8 0.20
H -1.569 -0.811 0.932 0.3 -0.3 -0.2 0.21
H -2.300 -2.008 -0.069 -0.2 0.5 -0.5 0.21
H -2.372 -0.196 -0.359 -1.0 0.6 -1.0 0.21

***

(7)
19
Properties=species:S:1:pos:R:3:forces:R:3:nbo_charge:R:1 method="wB97M-V/def2-TZVPD" total_charge=0 homo_lumo_gap_ev=9.89 lumo_energy_ev=0.534
C 0.761 1.011 0.839 1.0 0.0 -0.5 0.42
C 0.219 2.297 0.264 -0.3 -0.8 0.0 -0.66
C 1.512 -2.035 -1.397 -3.4 -0.3 1.0 -0.67
C 1.580 -0.633 -0.761 0.9 -1.2 -0.7 0.20
N 1.179 0.927 2.027 0.8 -2.1 1.5 -0.66
N 0.738 -0.074 -0.042 -1.4 -0.5 0.8 -0.48
O -2.825 -1.157 1.157 -0.6 -0.3 -1.5 -0.91
O -2.547 -0.036 -1.088 -0.2 0.5 0.6 -0.88
F -3.640 1.099 0.901 0.8 -0.4 -0.9 -0.52
S -2.351 0.223 0.314 -1.9 -2.2 1.1 1.81
H 0.151 3.091 1.015 0.0 -0.4 -0.1 0.24
H -0.815 1.998 -0.080 1.4 1.1 -0.4 0.21
H 0.965 2.581 -0.509 -1.0 0.0 0.0 0.23
H 0.863 -2.016 -2.324 0.9 0.0 0.8 0.24
H 2.510 -2.279 -1.589 1.4 -0.7 -0.7 0.21
H 1.057 -2.878 -0.721 0.7 1.8 -1.0 0.23
H -3.464 -1.818 0.681 1.6 2.1 0.7 0.51
H 2.557 -0.231 -1.023 0.3 0.8 0.4 0.14
H 1.550 -0.070 2.336 -1.0 2.5 -1.2 0.34

***

(8)
15
Properties=species:S:1:pos:R:3:forces:R:3:nbo_charge:R:1 method="wB97M-V/def2-TZVPD" total_charge=0 homo_lumo_gap_ev=10.08 lumo_energy_ev=0.514
C -0.622 -1.071 0.340 0.5 1.2 1.7 -0.61
C 0.932 0.610 -0.761 1.2 -1.8 3.2 -0.61
C 0.557 -0.122 0.628 0.2 -0.5 -1.9 -0.38
C -3.581 -0.310 -0.456 0.8 -0.6 -2.9 0.54
O -3.621 -0.792 0.699 -1.0 -0.5 2.6 -0.67
F -4.005 0.924 -0.600 -0.7 0.6 1.2 -0.35
H -0.166 -1.937 -0.146 -0.8 -0.2 0.1 0.21
H -1.187 -1.235 1.291 0.6 -0.7 -0.8 0.20
H -1.313 -0.523 -0.267 -0.3 -0.2 -0.8 0.19
H 1.943 0.949 -0.648 0.5 1.1 0.1 0.20
H 1.076 -0.117 -1.523 -0.8 -0.5 -1.0 0.20
H 0.218 1.382 -0.880 -0.5 0.6 -0.8 0.21
H 1.335 -0.780 1.050 0.2 0.7 -0.3 0.19
H 0.338 0.649 1.342 -0.2 0.3 0.5 0.19
H -4.094 -0.400 1.486 0.4 0.5 -0.9 0.49

***

(9)
16
Properties=species:S:1:pos:R:3:forces:R:3:nbo_charge:R:1 method="wB97M-V/def2-TZVPD" total_charge=0 smiles=C[C@@H](O)[C@](C)(O)F homo_lumo_gap_ev=11.16 lumo_energy_ev=0.854
C -1.527 0.873 -0.738 -1.0 1.6 0.2 -0.68
C -0.864 -0.067 0.232 1.7 0.0 1.5 0.04
O -1.488 -1.329 0.258 1.3 0.5 2.8 -0.69
C 0.703 -0.063 0.058 0.7 3.7 -1.5 0.64
C 1.568 -1.006 0.793 0.8 -1.6 -0.4 -0.71
O 1.208 1.383 0.434 -1.1 -2.3 0.5 -0.81
F 1.039 -0.194 -1.336 -0.8 0.0 1.2 -0.40
H -0.974 1.809 -0.791 0.2 0.1 0.4 0.24
H -1.562 0.643 -1.864 -0.5 -0.6 1.9 0.24
H -2.473 1.153 -0.162 0.6 -0.4 -1.8 0.23
H -0.947 0.199 1.336 0.0 0.6 -1.5 0.20
H -1.703 -1.546 -0.592 -0.9 -1.1 -3.5 0.46
H 2.306 -1.232 0.007 0.4 0.2 0.7 0.25
H 1.085 -2.003 0.893 0.0 0.8 0.5 0.24
H 2.086 -0.629 1.703 -0.8 -0.2 -0.7 0.26
H 1.543 2.010 -0.230 -0.5 -1.2 -0.4 0.49

***

(10)
15
Properties=species:S:1:pos:R:3:forces:R:3:nbo_charge:R:1 method="wB97M-V/def2-TZVPD" total_charge=0 smiles=C[C@@H](F)[C@@H](C)S homo_lumo_gap_ev=9.76 lumo_energy_ev=0.818
C 1.877 -1.020 0.082 -1.3 -0.8 -0.7 -0.68
C 0.911 0.234 -0.109 -0.4 -0.6 5.3 0.24
F 1.090 0.820 -1.275 0.2 0.8 -1.8 -0.34
C -0.653 0.029 0.231 1.2 0.1 0.6 -0.41
C -1.462 1.295 -0.059 -1.1 1.0 -0.1 -0.64
S -1.127 -1.400 -0.644 1.3 -1.7 -2.0 -0.01
H 1.851 -1.757 -0.833 0.4 1.7 1.6 0.23
H 1.581 -1.645 0.941 -0.7 0.3 -0.3 0.22
H 2.864 -0.733 0.453 0.1 0.3 -1.0 0.23
H 1.131 0.984 0.787 0.2 -1.1 -1.9 0.14
H -0.737 -0.322 1.292 0.4 1.1 -0.6 0.22
H -2.463 1.335 0.610 2.3 0.0 -1.8 0.22
H -0.816 2.190 0.122 -0.6 -0.6 0.5 0.22
H -1.664 1.442 -1.180 -0.1 -0.7 1.7 0.23
H -2.380 -1.451 -0.419 -2.0 0.2 0.5 0.11

***

(11)
15
Properties=species:S:1:pos:R:3:forces:R:3:nbo_charge:R:1 method="wB97M-V/def2-TZVPD" total_charge=0 smiles=C1CS1.CCF homo_lumo_gap_ev=9.77 lumo_energy_ev=0.935
C 1.767 -0.162 -0.401 0.2 0.0 -0.1 -0.50
C 2.328 0.606 0.735 -0.1 0.1 0.1 -0.50
S 3.560 0.041 -0.457 0.1 0.0 0.0 0.10
H 1.209 0.380 -1.159 0.2 0.0 0.1 0.23
H 1.414 -1.171 -0.210 0.1 0.1 0.0 0.22
H 2.156 1.677 0.763 0.0 -0.1 0.0 0.23
H 2.362 0.128 1.709 0.0 0.0 -0.1 0.22
C -2.548 -0.499 -0.020 -0.1 0.1 0.0 -0.65
C -1.149 0.046 -0.206 -0.4 -0.6 0.1 0.06
F -1.214 1.393 -0.532 0.1 0.2 0.0 -0.37
H -3.064 0.035 0.783 0.1 -0.1 -0.1 0.22
H -2.512 -1.563 0.239 0.0 0.2 0.0 0.22
H -3.130 -0.383 -0.938 0.1 0.0 0.1 0.22
H -0.554 -0.054 0.709 -0.1 0.1 -0.1 0.16
H -0.624 -0.474 -1.017 -0.3 0.1 0.1 0.16

***

(12)
15
Properties=species:S:1:pos:R:3:forces:R:3:nbo_charge:R:1 method="wB97M-V/def2-TZVPD" total_charge=0 homo_lumo_gap_ev=7.70 lumo_energy_ev=-0.189
C 1.796 -2.824 -0.047 0.1 1.8 1.2 -0.31
C 0.821 -1.910 0.234 1.1 -0.2 -0.8 -0.71
C -1.858 0.765 -0.492 -2.4 2.3 2.1 -0.63
C -0.463 0.903 -0.747 2.4 0.2 -0.9 -0.91
F 2.304 0.484 -0.138 -1.6 -0.6 0.1 -0.65
Si 0.728 -0.065 0.011 2.8 0.5 -1.1 1.72
H 1.561 -3.837 0.160 -0.3 -0.9 -0.2 0.19
H 2.891 -2.673 -0.223 -1.3 0.5 -0.1 0.21
H -0.155 -2.296 0.451 -0.4 -0.5 0.2 0.22
H -2.184 1.541 0.356 0.3 -1.6 -1.6 0.20
H -2.507 0.960 -1.323 -0.2 0.3 -0.6 0.21
H -2.099 -0.200 -0.156 -0.6 -1.4 0.8 0.20
H -0.453 4.104 1.771 0.8 -2.8 -0.8 0.00
H -0.169 1.739 -1.410 0.2 -0.3 0.9 0.25
H -0.214 3.309 1.552 -0.8 2.8 0.7 0.00

***

Please write out number 12 again, unchanged.
15
Properties=species:S:1:pos:R:3:forces:R:3:nbo_charge:R:1 method="wB97M-V/def2-TZVPD" total_charge=0 homo_lumo_gap_ev=7.70 lumo_energy_ev=-0.189
C 1.796 -2.824 -0.047 0.1 1.8 1.2 -0.31
C 0.821 -1.910 0.234 1.1 -0.2 -0.8 -0.71
C -1.858 0.765 -0.492 -2.4 2.3 2.1 -0.63
C -0.463 0.903 -0.747 2.4 0.2 -0.9 -0.91
F 2.304 0.484 -0.138 -1.6 -0.6 0.1 -0.65
Si 0.728 -0.065 0.011 2.8 0.5 -1.1 1.72
H 1.561 -3.837 0.160 -0.3 -0.9 -0.2 0.19
H 2.891 -2.673 -0.223 -1.3 0.5 -0.1 0.21
H -0.155 -2.296 0.451 -0.4 -0.5 0.2 0.22
H -2.184 1.541 0.356 0.3 -1.6 -1.6 0.20
H -2.507 0.960 -1.323 -0.2 0.3 -0.6 0.21
H -2.099 -0.200 -0.156 -0.6 -1.4 0.8 0.20
H -0.453 4.104 1.771 0.8 -2.8 -0.8 0.00
H -0.169 1.739 -1.410 0.2 -0.3 0.9 0.25
H -0.214 3.309 1.552 -0.8 2.8 0.7 0.00

***

What did the eleventh record say?
15
Properties=species:S:1:pos:R:3:forces:R:3:nbo_charge:R:1 method="wB97M-V/def2-TZVPD" total_charge=0 smiles=C1CS1.CCF homo_lumo_gap_ev=9.77 lumo_energy_ev=0.935
C 1.767 -0.162 -0.401 0.2 0.0 -0.1 -0.50
C 2.328 0.606 0.735 -0.1 0.1 0.1 -0.50
S 3.560 0.041 -0.457 0.1 0.0 0.0 0.10
H 1.209 0.380 -1.159 0.2 0.0 0.1 0.23
H 1.414 -1.171 -0.210 0.1 0.1 0.0 0.22
H 2.156 1.677 0.763 0.0 -0.1 0.0 0.23
H 2.362 0.128 1.709 0.0 0.0 -0.1 0.22
C -2.548 -0.499 -0.020 -0.1 0.1 0.0 -0.65
C -1.149 0.046 -0.206 -0.4 -0.6 0.1 0.06
F -1.214 1.393 -0.532 0.1 0.2 0.0 -0.37
H -3.064 0.035 0.783 0.1 -0.1 -0.1 0.22
H -2.512 -1.563 0.239 0.0 0.2 0.0 0.22
H -3.130 -0.383 -0.938 0.1 0.0 0.1 0.22
H -0.554 -0.054 0.709 -0.1 0.1 -0.1 0.16
H -0.624 -0.474 -1.017 -0.3 0.1 0.1 0.16